{
  "formula": "C47H75IN3PS3Tl",
  "method": "wB97M-V/def2-TZVPD",
  "charge": -1,
  "elements": ["Tl", "C", "C", "C", "C", "C", "C", "C", "C", "C", "C", "C", "C", "C", "C", "C", "C", "C", "C", "C", "C", "C", "P", "C", "C", "C", "C", "C", "C", "C", "C", "H", "H", "H", "H", "H", "H", "H", "H", "H", "H", "H", "H", "H", "H", "H", "H", "H", "H", "H", "H", "H", "H", "H", "H", "H", "H", "H", "H", "H", "H", "H", "H", "H", "H", "H", "H", "H", "H", "H", "H", "H", "H", "H", "H", "H", "C", "C", "S", "C", "C", "S", "H", "H", "H", "H", "H", "H", "C", "C", "C", "C", "N", "C", "S", "N", "C", "C", "C", "C", "H", "H", "H", "H", "H", "H", "H", "H", "H", "H", "H", "H", "H", "H", "H", "H", "H", "H", "H", "H", "I", "C", "C", "C", "C", "N", "C", "H", "H", "H", "H"],
  "coordinates": [[0.3157, 0.6970, -0.5613], [-2.1953, 4.4856, -0.5549], [-3.4487, 3.7277, -1.0031], [-4.6869, 4.2948, -0.2984], [-3.3115, 2.2369, -0.7703], [-3.4327, 1.7027, 0.5047], [-3.4512, 0.3324, 0.7310], [-3.8197, -0.1634, 2.1169], [-3.0910, 0.5863, 3.2344], [-5.3400, -0.0538, 2.3028], [-3.2856, -0.5467, -0.3505], [-3.1181, -0.0227, -1.6419], [-3.1391, 1.3559, -1.8265], [-2.9796, -0.9179, -2.8597], [-4.2606, -0.9176, -3.7020], [-1.7819, -0.5243, -3.7301], [-3.5729, -2.0129, -0.1699], [-4.9017, -2.3445, -0.4669], [-5.3963, -3.6293, -0.3420], [-4.5458, -4.6298, 0.0950], [-3.2285, -4.3214, 0.3861], [-2.6981, -3.0296, 0.2693], [-0.8916, -2.7122, 0.6516], [-0.6495, -3.4656, 2.4007], [-1.5875, -2.6560, 3.3015], [-0.8712, -4.9562, 2.6632], [0.7919, -3.1330, 2.8310], [-0.0404, -3.8704, -0.6115], [-0.1401, -3.1033, -1.9374], [-0.5678, -5.2851, -0.8596], [1.4390, -3.9590, -0.2134], [-2.3841, 5.5628, -0.5269], [-1.3617, 4.3033, -1.2314], [-1.8720, 4.1613, 0.4358], [-3.5806, 3.8773, -2.0796], [-4.5201, 4.3761, 0.7774], [-5.5598, 3.6597, -0.4623], [-4.9098, 5.2953, -0.6758], [-3.5667, 2.3715, 1.3475], [-3.5606, -1.2181, 2.1780], [-3.5179, 1.5819, 3.3846], [-2.0285, 0.6979, 3.0040], [-3.1852, 0.0409, 4.1767], [-5.6605, 0.9880, 2.2210], [-5.6285, -0.4275, 3.2896], [-5.8703, -0.6353, 1.5451], [-3.0490, 1.7587, -2.8320], [-2.8133, -1.9360, -2.5089], [-4.4966, 0.0959, -4.0361], [-5.1108, -1.2947, -3.1326], [-4.1315, -1.5500, -4.5846], [-1.9725, 0.4090, -4.2667], [-1.5815, -1.3051, -4.4687], [-0.8870, -0.3906, -3.1203], [-5.5625, -1.5520, -0.7975], [-6.4310, -3.8432, -0.5810], [-4.9005, -5.6483, 0.2063], [-2.5853, -5.1185, 0.7110], [-2.6376, -2.8759, 3.0921], [-1.3974, -1.5878, 3.1694], [-1.3930, -2.9045, 4.3502], [-1.9022, -5.2656, 2.5040], [-0.6396, -5.1528, 3.7163], [-0.2075, -5.5802, 2.0627], [1.0749, -2.1242, 2.5292], [1.5130, -3.8475, 2.4337], [0.8550, -3.1690, 3.9240], [-1.1763, -3.0462, -2.2759], [0.4433, -3.6146, -2.7115], [0.2509, -2.0890, -1.8317], [-1.5377, -5.2726, -1.3571], [-0.6494, -5.8772, 0.0508], [0.1373, -5.7994, -1.5227], [1.7984, -3.0093, 0.1833], [2.0490, -4.1932, -1.0912], [1.5972, -4.7461, 0.5274], [0.6122, 2.4341, 4.2247], [0.8939, 2.2229, 2.7434], [0.7530, 0.5441, 2.2175], [1.2021, 3.2619, 1.9446], [1.3147, 4.6638, 2.5123], [1.5328, 3.1656, 0.2171], [0.5045, 1.4683, 4.7149], [-0.3191, 2.9924, 4.3764], [1.4149, 2.9881, 4.7237], [0.6924, 4.8023, 3.3999], [1.0188, 5.3910, 1.7562], [2.3525, 4.8890, 2.7889], [4.6744, 2.1014, 4.3295], [4.1845, 0.6576, 4.2222], [5.1510, -0.2514, 3.4618], [5.3628, 0.1411, 2.0049], [4.1995, -0.1700, 1.1898], [3.9560, 0.3087, -0.0452], [3.0824, -0.6209, -1.1596], [4.4982, 1.5008, -0.3377], [4.3054, 2.2311, -1.5827], [5.6300, 2.4628, -2.3134], [6.2943, 1.1795, -2.8175], [5.5356, 0.5404, -3.9806], [4.0817, 2.6520, 5.0613], [4.5711, 2.6315, 3.3801], [5.7252, 2.1388, 4.6365], [3.2093, 0.6336, 3.7304], [4.0511, 0.2461, 5.2271], [4.7782, -1.2816, 3.4938], [6.1277, -0.2484, 3.9569], [6.2357, -0.3963, 1.6097], [5.5916, 1.2040, 1.9438], [3.7025, -1.0160, 1.4118], [4.7392, 2.0728, 0.4569], [3.8264, 3.1804, -1.3423], [3.6107, 1.6641, -2.1962], [6.3151, 2.9975, -1.6471], [5.4331, 3.1187, -3.1688], [6.3598, 0.4649, -1.9922], [7.3155, 1.4115, -3.1339], [4.5803, 0.1435, -3.6377], [6.1070, -0.2823, -4.4155], [5.3488, 1.2749, -4.7700], [1.6060, -0.1852, -7.1727], [1.1761, 1.1070, -5.5694], [0.4527, 2.2653, -5.7869], [0.2489, 3.1039, -4.6989], [0.7531, 2.7344, -3.4626], [1.4105, 1.5938, -3.2593], [1.6370, 0.8011, -4.2991], [0.0577, 2.5097, -6.7633], [-0.2887, 4.0356, -4.8219], [0.6327, 3.3589, -2.5815], [2.1935, -0.1087, -4.0946]],
  "lowdin_charge": [0.35, -0.06, -0.38, -0.08, -0.19, 0.02, -0.13, -0.36, -0.07, -0.05, -0.11, -0.17, 0.00, -0.36, -0.05, -0.08, -0.18, -0.05, -0.08, -0.08, -0.11, -0.27, 1.18, -0.67, -0.11, -0.10, -0.13, -0.68, -0.12, -0.10, -0.12, 0.08, 0.06, 0.08, 0.13, 0.07, 0.08, 0.07, 0.12, 0.09, 0.07, 0.04, 0.08, 0.08, 0.08, 0.07, 0.12, 0.10, 0.08, 0.06, 0.08, 0.07, 0.08, 0.02, 0.12, 0.10, 0.10, 0.06, 0.07, 0.05, 0.09, 0.06, 0.08, 0.06, 0.01, 0.06, 0.08, 0.06, 0.09, 0.02, 0.07, 0.06, 0.08, 0.03, 0.08, 0.07, -0.17, -0.81, 0.40, -0.83, -0.17, 0.43, 0.04, 0.07, 0.06, 0.05, 0.04, 0.06, -0.11, -0.25, -0.20, -0.19, 0.01, -0.82, 0.58, 0.02, -0.24, -0.20, -0.26, -0.11, 0.06, 0.06, 0.07, 0.06, 0.10, 0.11, 0.11, 0.12, 0.10, 0.11, 0.13, 0.07, 0.05, 0.10, 0.11, 0.10, 0.10, 0.02, 0.07, 0.07, 0.81, -0.71, -0.15, -0.06, -0.15, 0.02, -0.23, 0.09, 0.10, 0.07, 0.08]
}

{
  "formula": "C27H26AsBiN2O2",
  "method": "wB97M-V/def2-TZVPD",
  "de_lowest_kcal_mol": 0.0,
  "charge": 2,
  "elements": ["Bi", "C", "O", "C", "O", "N", "N", "H", "H", "H", "H", "H", "H", "C", "C", "C", "C", "C", "C", "C", "H", "H", "H", "H", "H", "H", "H", "C", "C", "C", "C", "C", "C", "As", "C", "C", "C", "C", "C", "C", "C", "C", "C", "C", "C", "C", "H", "H", "H", "H", "H", "H", "H", "H", "H", "H", "H", "H", "H"],
  "coordinates": [[0.4423, 0.2619, -1.4618], [3.5204, 0.2229, 3.2790], [2.5418, 0.7908, 2.3749], [2.2882, 0.2399, 1.2245], [1.4262, 0.7898, 0.5091], [2.9234, -0.8831, 0.8609], [2.6085, -1.4591, -0.3778], [3.5055, 0.8705, 4.1474], [4.5097, 0.2531, 2.8231], [3.2264, -0.7853, 3.5675], [3.6645, -1.2739, 1.4227], [2.4163, -2.4467, -0.2451], [3.4002, -1.3656, -1.0080], [-1.2710, -1.0185, -0.7797], [-2.1117, -0.6049, -1.9446], [-3.2388, 0.2091, -1.7809], [-3.9550, 0.6387, -2.8801], [-3.5471, 0.2951, -4.1680], [-2.4234, -0.4882, -4.3512], [-1.7039, -0.9355, -3.2444], [-0.9325, -2.0515, -0.8144], [-1.6646, -0.7535, 0.1959], [-3.5709, 0.4662, -0.7812], [-4.8399, 1.2456, -2.7391], [-4.1193, 0.6304, -5.0223], [-2.1138, -0.7790, -5.3459], [-0.8829, -1.6336, -3.3921], [-3.9271, 4.5332, -3.5940], [-2.7993, 3.9297, -4.1376], [-1.8511, 3.3610, -3.3047], [-2.0349, 3.4180, -1.9265], [-3.1594, 4.0194, -1.3727], [-4.1101, 4.5747, -2.2197], [-0.6743, 2.7175, -0.7941], [-0.9855, 3.0357, 1.0508], [-2.0085, 2.5448, 1.8467], [-2.0642, 2.9459, 3.1738], [-1.1058, 3.8194, 3.6748], [-0.0815, 4.3006, 2.8717], [-0.0064, 3.9093, 1.5409], [1.0204, 4.3404, 0.5644], [2.0952, 5.1777, 0.8355], [2.9885, 5.4986, -0.1780], [2.8268, 4.9934, -1.4618], [1.7590, 4.1539, -1.7504], [0.8696, 3.8447, -0.7367], [-4.6659, 4.9771, -4.2477], [-2.6626, 3.9023, -5.2103], [-0.9828, 2.8750, -3.7378], [-3.2965, 4.0706, -0.2996], [-4.9874, 5.0496, -1.8021], [-2.7589, 1.8693, 1.4544], [-2.8553, 2.5848, 3.8165], [-1.1617, 4.1358, 4.7077], [0.6448, 4.9857, 3.2876], [2.2403, 5.5897, 1.8251], [3.8189, 6.1579, 0.0357], [3.5279, 5.2636, -2.2396], [1.6285, 3.7788, -2.7588]],
  "nbo_charge": [1.33, -0.28, -0.44, 0.94, -0.73, -0.46, -0.65, 0.25, 0.20, 0.20, 0.42, 0.40, 0.39, -0.73, -0.12, -0.17, -0.17, -0.19, -0.18, -0.27, 0.25, 0.25, 0.21, 0.24, 0.24, 0.24, 0.22, -0.17, -0.18, -0.24, -0.27, -0.22, -0.19, 1.08, -0.38, -0.19, -0.20, -0.16, -0.20, 0.03, 0.03, -0.21, -0.16, -0.19, -0.20, -0.37, 0.24, 0.24, 0.21, 0.23, 0.24, 0.22, 0.24, 0.24, 0.23, 0.23, 0.24, 0.24, 0.22]
}

| no. | frontier orbital gap (eV) |
| --- | --- |
| 1 | 4.744 |
| 2 | 7.566 |